Entry 1
ORCA calculation (ωB97M-V/def2-TZVPD) on a cluster of 2 separate species, C3H4ClI in total.

Calculated values
LUMO (spin up / spin down)   0.01 / -1.36 eV
Kohn-Sham gap (spin up / spin down)   9.094 / 7.628 eV

Geometry as XYZ:
```
9
Properties=species:S:1:pos:R:3:lowdin_charge:R:1
C 2.34 -1.78 -0.19 -0.718
C 2.35 -0.49 -0.26 -0.685
C -0.52 0.76 0.15 0.092
Cl 3.73 -2.84 0.01 0.561
I 3.72 1.02 0.00 0.814
H 1.46 -2.25 -0.15 0.001
H 0.04 1.68 -0.08 -0.009
H -0.66 0.41 1.10 -0.043
H -0.70 0.22 -0.77 -0.012
```



Entry 2
ORCA calculation (ωB97M-V/def2-TZVPD) on an isolated molecule of C3H4ClI.

Calculated values
LUMO (spin up / spin down)   -0.31 / -0.04 eV
Kohn-Sham gap (spin up / spin down)   7.889 / 8.283 eV

Geometry as XYZ:
```
9
Properties=species:S:1:pos:R:3:lowdin_charge:R:1
C 0.61 -0.28 0.39 -0.445
C -0.20 -0.94 -0.63 -0.609
C -0.10 1.01 0.61 -0.547
Cl -1.59 -1.74 -0.18 0.680
I 0.21 2.78 -0.59 0.688
H 0.78 -1.06 1.21 0.133
H 1.61 -0.10 -0.02 0.098
H -0.17 -0.62 -1.57 0.012
H -1.16 0.96 0.78 -0.009
```



Quick one: least stable of them? entry 1



Entry 1
ORCA calculation (ωB97M-V/def2-TZVPD) on an isolated molecule of C10H8N2O.

Calculated values
SMILES   Oc1cncc(-c2cccnc2)c1
LUMO   0.24 eV
Kohn-Sham gap   8.983 eV

Geometry as XYZ:
```
21
Properties=species:S:1:pos:R:3:lowdin_charge:R:1
O 3.66 -1.62 0.42 0.052
C 2.79 -0.68 0.05 -0.300
C 3.16 0.63 -0.24 -0.125
N 2.31 1.62 -0.24 0.052
C 1.04 1.35 -0.33 -0.117
C 0.47 0.02 -0.23 -0.152
C -1.00 -0.04 -0.26 -0.159
C -1.79 1.02 0.28 -0.035
C -3.09 0.83 0.44 -0.096
C -3.62 -0.40 0.13 -0.192
N -3.00 -1.49 -0.27 0.079
C -1.57 -1.31 -0.47 -0.011
C 1.36 -1.02 0.01 0.083
H 4.50 -1.15 0.70 0.136
H 4.25 0.88 -0.02 0.135
H 0.48 2.25 -0.47 0.097
H -1.27 2.02 0.51 0.138
H -3.78 1.63 0.72 0.116
H -4.70 -0.43 0.19 0.100
H -1.13 -2.12 -0.97 0.088
H 0.92 -2.01 0.05 0.110
```



Entry 2
ORCA calculation (ωB97M-V/def2-TZVPD) on an isolated molecule of C10H8N2O.

Calculated values
SMILES   [H]\N=C1/C=CC=C/C1=C/C=C(/O)C#N
LUMO   -0.07 eV
Kohn-Sham gap   7.819 eV

Geometry as XYZ:
```
21
Properties=species:S:1:pos:R:3:lowdin_charge:R:1
H 1.66 2.01 -0.79 0.097
N 1.34 1.05 -0.79 0.150
C 0.13 0.79 -0.26 -0.285
C -0.88 1.76 -0.25 -0.032
C -2.17 1.43 0.09 -0.088
C -2.50 0.13 0.46 -0.101
C -1.51 -0.82 0.53 -0.046
C -0.19 -0.52 0.18 -0.172
C 0.84 -1.50 0.42 -0.024
C 2.16 -1.32 0.31 -0.036
C 2.84 -0.12 -0.23 -0.362
O 3.54 -0.20 -1.38 0.071
C 3.41 0.69 0.80 -0.153
N 3.76 1.32 1.69 0.196
H -0.64 2.77 -0.55 0.108
H -2.94 2.19 0.08 0.103
H -3.51 -0.12 0.74 0.097
H -1.73 -1.83 0.86 0.110
H 0.50 -2.44 0.84 0.116
H 2.85 -2.06 0.69 0.120
H 3.05 -0.73 -2.03 0.132
```



Quick one: least stable of them? entry 2



Entry 1
ORCA calculation (ωB97M-V/def2-TZVPD) on the ion C7H11N2O with charge +1.

Calculated values
LUMO   -4.13 eV
Charge   +1
Kohn-Sham gap   8.304 eV

Geometry as XYZ:
```
21
Properties=species:S:1:pos:R:3:lowdin_charge:R:1
C -1.25 1.13 -0.54 -0.017
C -1.01 2.35 -0.03 -0.088
C -0.67 0.17 0.35 -0.244
C -0.09 -2.08 -1.06 0.140
C -0.22 0.84 1.40 -0.265
C 0.52 0.43 2.69 0.023
C 1.42 -1.76 -2.72 -0.073
N -0.40 2.16 1.16 0.081
N -0.80 -1.23 0.09 0.077
O 0.82 -1.30 -1.57 -0.077
H -1.69 1.06 -1.47 0.094
H -1.01 3.19 -0.60 0.105
H 1.59 0.64 2.53 0.096
H 0.07 1.02 3.46 0.083
H 0.39 -0.65 2.79 0.070
H 2.57 -1.87 -2.62 0.143
H 1.37 -0.97 -3.46 0.099
H 0.89 -2.68 -3.07 0.115
H 0.07 2.86 1.83 0.220
H -0.72 -1.87 0.98 0.215
H -1.83 -1.46 -0.15 0.202
```



Entry 2
ORCA calculation (ωB97M-V/def2-TZVPD) on the ion C7H11N2O with charge +1.

Calculated values
SMILES   C=C=N/C=C\[N@@H+](C)[C@H]1CO1
LUMO   -3.53 eV
Charge   +1
Kohn-Sham gap   8.771 eV

Geometry as XYZ:
```
21
Properties=species:S:1:pos:R:3:lowdin_charge:R:1
C 3.73 -0.01 -0.52 0.050
C 2.83 0.20 0.36 -0.133
N 1.73 0.29 0.87 0.100
C 0.68 1.12 1.22 -0.087
C -0.63 0.76 1.05 -0.030
N -0.96 -0.55 0.37 -0.057
C -2.07 -1.15 1.07 -0.019
C -1.27 -0.45 -1.12 -0.225
C -0.77 0.72 -1.77 -0.015
O -0.15 -0.55 -1.91 0.059
H 4.73 -0.22 -0.29 0.060
H 3.39 -0.07 -1.52 0.074
H 0.93 2.12 1.84 0.186
H -1.31 1.51 1.36 0.122
H -0.21 -1.24 0.31 0.185
H -2.09 -1.27 2.19 0.143
H -2.86 -0.42 0.93 0.116
H -2.15 -2.20 0.84 0.117
H -2.11 -0.99 -1.29 0.132
H -0.28 1.38 -1.21 0.059
H -1.17 0.99 -2.78 0.164
```



Entry 3
ORCA calculation (ωB97M-V/def2-TZVPD) on the ion C7H11N2O with charge +1.

Calculated values
SMILES   CC1=C2O[C@@H]2[N@@H+](C)CC=N1
LUMO (spin up / spin down)   -4.55 / -4.55 eV
Charge   +1
Kohn-Sham gap (spin up / spin down)   7.898 / 7.893 eV

Geometry as XYZ:
```
21
Properties=species:S:1:pos:R:3:lowdin_charge:R:1
C 2.20 1.41 1.24 0.000
C 1.66 0.32 0.43 -0.237
C 1.05 -0.84 0.93 -0.049
O 0.64 -1.97 0.15 0.056
C -0.28 -1.29 0.88 -0.161
N -1.19 -0.68 -0.32 -0.109
C -2.47 -0.16 0.12 -0.015
C -0.54 0.29 -1.22 -0.076
C 0.91 -0.09 -1.66 -0.068
N 1.90 0.10 -0.93 0.149
H 3.18 1.57 0.96 0.073
H 2.10 1.17 2.33 0.122
H 1.71 2.43 1.10 0.121
H -0.94 -1.81 1.58 0.164
H -1.10 -1.56 -0.97 0.237
H -2.14 0.80 0.52 0.104
H -3.32 -0.06 -0.58 0.117
H -2.88 -0.79 1.08 0.162
H -0.39 1.26 -0.81 0.122
H -1.16 0.35 -2.20 0.175
H 1.05 -0.45 -2.63 0.114
```



Entry 4
ORCA calculation (ωB97M-V/def2-TZVPD) on the ion C7H11N2O with charge +1.

Calculated values
SMILES   C#C/C=[N+](/C)C(=O)CNC
LUMO   -5.20 eV
Charge   +1
Kohn-Sham gap   7.983 eV

Geometry as XYZ:
```
21
Properties=species:S:1:pos:R:3:lowdin_charge:R:1
C 1.06 1.43 -0.95 0.166
C -0.17 1.45 -0.94 -0.003
C -1.44 1.06 -0.58 -0.002
N -1.56 0.51 0.65 -0.071
C -2.71 0.62 1.48 -0.006
C -0.32 -0.11 1.17 -0.402
O -0.01 0.12 2.27 0.214
C 0.40 -0.93 0.17 -0.097
N 1.70 -0.41 -0.37 -0.093
C 2.39 -1.28 -1.25 -0.044
H 1.99 1.86 -1.28 0.106
H -2.27 1.27 -1.10 0.105
H -3.00 -0.28 1.92 0.072
H -2.71 1.46 2.26 0.140
H -3.53 0.96 0.66 0.154
H 0.49 -1.95 0.70 0.177
H -0.24 -1.27 -0.77 0.181
H 2.16 0.02 0.39 0.131
H 1.79 -2.07 -1.48 0.063
H 2.79 -0.68 -2.10 0.122
H 3.21 -1.78 -0.84 0.088
```



Quick one: least stable of them? entry 3



Entry 1
ORCA calculation (ωB97M-V/def2-TZVPD) on an isolated molecule of C4H3NOS.

Calculated values
SMILES   O=C=N/C=C\C=S
LUMO   -1.06 eV
Kohn-Sham gap   7.642 eV

Geometry as XYZ:
```
10
Properties=species:S:1:pos:R:3:lowdin_charge:R:1
O -3.27 -0.86 0.18 0.187
C -2.13 -0.88 0.02 -0.323
N -0.98 -1.01 -0.24 0.142
C 0.35 -0.99 -0.09 -0.127
C 1.17 0.09 0.04 -0.180
C 0.83 1.47 0.04 -0.648
S -0.67 2.13 -0.03 0.691
H 0.80 -1.98 -0.14 0.120
H 2.22 -0.13 0.12 0.097
H 1.68 2.15 0.09 0.042
```



Entry 2
ORCA calculation (ωB97M-V/def2-TZVPD) on an isolated molecule of C4H3NOS.

Calculated values
SMILES   C#C/C(C=O)=N/S
LUMO   -0.97 eV
Kohn-Sham gap   8.266 eV

Geometry as XYZ:
```
10
Properties=species:S:1:pos:R:3:lowdin_charge:R:1
C 1.75 -0.53 1.99 0.113
C 1.08 -0.29 0.98 -0.084
C 0.08 -0.13 -0.05 -0.398
C -1.34 0.11 0.38 -0.221
O -1.92 -0.32 1.38 0.059
N 0.42 -0.05 -1.31 -0.341
S -0.64 0.41 -2.44 0.793
H 2.23 -0.54 3.08 0.100
H -1.88 0.69 -0.55 0.093
H 0.21 0.65 -3.47 -0.115
```



Entry 3
ORCA calculation (ωB97M-V/def2-TZVPD) on an isolated molecule of C4H3NOS.

Calculated values
SMILES   C#C/C(C=O)=N\S
LUMO   -0.83 eV
Kohn-Sham gap   8.612 eV

Geometry as XYZ:
```
10
Properties=species:S:1:pos:R:3:lowdin_charge:R:1
C 1.08 -0.70 1.46 0.103
C 0.29 -0.03 0.82 -0.111
C -0.48 0.27 -0.33 -0.503
C -1.39 1.30 -0.15 -0.190
O -1.79 1.48 1.03 0.029
N -0.21 -0.18 -1.45 -0.352
S 0.93 -1.28 -1.90 0.759
H 2.05 -1.04 2.05 0.112
H -1.58 2.11 -1.03 0.177
H 1.10 -1.92 -0.49 -0.024
```



Entry 4
ORCA calculation (ωB97M-V/def2-TZVPD) on an isolated molecule of C4H3NOS.

Calculated values
LUMO   -0.13 eV
Kohn-Sham gap   8.704 eV

Geometry as XYZ:
```
10
Properties=species:S:1:pos:R:3:lowdin_charge:R:1
C -1.33 0.02 -0.09 -0.120
C -0.60 -1.11 0.14 -0.067
C -0.56 1.15 0.02 -0.101
C 0.74 -0.64 0.43 -0.343
N 0.73 0.75 0.31 -0.206
O 2.93 -0.17 -1.01 -0.461
S 2.39 0.04 0.32 1.064
H -2.35 -0.13 -0.09 0.085
H -1.12 -2.01 0.17 0.077
H -0.84 2.10 -0.21 0.074
```



Quick one: least stable of them? entry 3



Entry 1
ORCA calculation (ωB97M-V/def2-TZVPD) on an isolated molecule of C3H5ClFN3.

Calculated values
SMILES   CN1N=N[C@H](Cl)[C@H]1F
LUMO   0.82 eV
Kohn-Sham gap   10.493 eV

Geometry as XYZ:
```
13
Properties=species:S:1:pos:R:3:lowdin_charge:R:1
C 1.87 -0.45 -0.35 -0.055
N 0.46 -0.37 -0.16 -0.198
N -0.20 -1.38 0.36 0.012
N -1.39 -1.24 0.69 -0.035
C -1.84 0.12 0.50 -0.641
Cl -2.97 0.33 -0.78 0.620
C -0.25 0.86 -0.11 -0.282
F 0.32 1.70 0.73 0.054
H 2.50 -0.14 0.52 0.085
H 2.01 -1.63 -0.63 0.148
H 2.18 0.28 -1.07 0.072
H -2.39 0.56 1.37 0.090
H -0.31 1.36 -1.07 0.130
```



Entry 2
ORCA calculation (ωB97M-V/def2-TZVPD) on an isolated molecule of C3H5ClFN3.

Calculated values
SMILES   N/N=C\N/C=C(/F)Cl
LUMO   0.77 eV
Kohn-Sham gap   9.310 eV

Geometry as XYZ:
```
13
Properties=species:S:1:pos:R:3:lowdin_charge:R:1
N -1.79 0.89 0.72 0.011
N -2.04 -0.06 -0.32 -0.035
C -1.11 -1.06 -0.56 -0.177
N 0.10 -0.87 0.24 -0.038
C 0.94 0.10 -0.40 -0.196
C 2.19 0.44 -0.18 -0.865
F 2.79 1.58 -0.40 0.041
Cl 3.22 -0.74 0.32 0.794
H -2.49 1.63 0.86 0.093
H -1.29 0.79 1.48 0.001
H -1.37 -1.90 -1.40 0.151
H 0.66 -1.65 0.51 0.076
H 0.19 0.86 -0.86 0.144
```



Quick one: least stable of them? entry 2